Entry 1:
Here is a molecular structure, C8H10NO2 at a distorted geometry from the OMol25 dataset. Energies are from ωB97M-V/def2-TZVPD.

The geometry in ORCA input format:
```
! wB97M-V def2-TZVPD RIJCOSX def2/J DEFGRID3
* xyz 1 1
C -3.00993 0.22066 0.13013
C -2.40114 1.41499 -0.06673
C -0.78498 -1.11672 -0.03010
C -0.00739 -0.04330 -0.12115
C -2.29642 -1.05858 0.01706
C -0.99857 1.60556 -0.24064
C 1.95481 -0.15780 1.32235
C 2.10992 -0.43532 -1.28465
N 1.41360 0.14454 -0.10448
O -2.86784 -2.12128 0.10989
O -0.25177 2.51223 -0.23373
H -3.96531 -0.00527 0.43356
H -2.76226 2.43904 0.01892
H -0.48855 -2.08064 0.08398
H 1.59880 -1.06779 1.68800
H 3.08377 0.01364 1.19845
H 1.42023 0.44608 2.07262
H 1.52591 -0.53113 -2.21210
H 2.95790 0.11625 -1.45909
H 2.41453 -1.52042 -1.02301
H 1.35468 1.22525 -0.29931
*
```

Values from the calculation:
HOMO: -13.865 eV
M: 152.173 Da
Maximum force: 6.3 eV/A

Entry 2:
Here is a gas-phase ion, C8H10NO3P (charge -2) at a distorted geometry from the OMol25 dataset. Energies are from ωB97M-V/def2-TZVPD.

The geometry in ORCA input format:
```
! wB97M-V def2-TZVPD RIJCOSX def2/J DEFGRID3
* xyz -2 1
O -2.00463 -3.36473 0.35866
N -2.54385 -2.14383 -0.17499
C -1.72221 -1.17156 -0.82740
C -1.00583 0.11879 0.14629
C 0.44673 0.09857 0.03500
C 1.19236 0.06756 1.18649
C 2.55920 0.06685 1.18931
C 3.31837 0.08513 -0.02026
C 2.55678 0.11591 -1.19246
C 1.20226 0.11579 -1.15296
P -2.04528 1.61895 -0.37921
O -3.25873 1.52968 0.50814
O -1.18378 2.87269 0.29762
H -3.18511 -1.60362 0.48751
H -2.22447 -0.56814 -1.58816
H -0.92724 -1.70330 -1.44415
H -1.30988 0.03916 1.24101
H 0.67106 0.39890 2.11416
H 3.08103 0.32510 2.21521
H 4.37753 -0.12728 0.06906
H 3.01759 0.02618 -2.09831
H 0.74618 0.10137 -2.09615
H -1.75810 3.10179 1.12559
*
```

Values from the calculation:
HOMO (spin up / spin down): 1.666 / 1.667 eV
M: 199.146 Da
SMILES string: [O-]NC[C@@H](c1ccccc1)P([O-])O
Maximum force: 3.0 eV/A

Entry 3:
Here is a gas-phase ion, C8H10NO4Se (charge -1) at a distorted geometry from the OMol25 dataset. Energies are from ωB97M-V/def2-TZVPD.

The geometry in ORCA input format:
```
! wB97M-V def2-TZVPD RIJCOSX def2/J DEFGRID3
* xyz -1 1
C -2.26162 -1.48379 -1.98535
Se -0.49828 -0.84719 -2.30517
C -0.25378 -0.18346 -0.33315
C -0.14237 -1.21281 0.72556
C -1.24645 -0.91782 1.87592
O -1.67111 0.24372 1.92596
O -1.55753 -1.91485 2.48228
N 0.73417 0.79051 -0.26398
C 0.64651 1.91989 0.57280
O -0.50614 2.43165 1.01400
C 1.92872 2.36603 0.79118
C 2.78987 1.53008 0.05099
C 2.06819 0.50792 -0.39546
O 2.50643 -0.61077 -1.17810
H -3.05668 -0.73547 -1.78425
H -2.82997 -2.11054 -2.75747
H -2.29980 -2.25399 -1.16890
H -1.35182 0.41822 -0.20388
H 0.93426 -1.15970 1.10097
H -0.30339 -2.34811 0.45580
H -1.05124 1.66628 1.52432
H 1.87332 3.41137 0.94575
H 3.85935 1.59287 0.07982
H 1.68937 -1.10006 -1.16962
*
```

Values from the calculation:
HOMO: -4.273 eV
M: 263.131 Da
SMILES string: C[Se][C@@H](CC(=O)[O-])n1c(O)ccc1O
Maximum force: 5.1 eV/A